No. 1
Here is an isolated molecule of C16H21NO2 in a non-equilibrium geometry from the Open Molecules 2025 dataset. Energies are from ωB97M-V with the def2-TZVPD basis set.

Properties
E_HOMO in eV: -8.3
M in u: 259.35
SMILES string: C#C[C@]1(O)C[C@@H](c2ccccc2C)N(C)C[C@]1(C)O

Last column: Mulliken charge in e.
Geometry (Å):
C (-3.3827, 1.8514, 0.0131)  -0.06
C (-2.1963, 1.9053, -0.2675)  -1.43
O (-1.0182, 4.2589, 1.2070)  -0.61
O (-0.8319, 3.1363, -1.6272)  -0.65
C (3.4469, -2.6934, -0.5711)  -0.46
C (3.6966, -1.3114, -0.5447)  -1.02
C (2.2245, -3.1486, -0.0396)  -0.47
C (2.6473, -0.4042, -0.2876)  -0.56
C (1.2098, -2.2603, 0.3599)  0.66
C (1.3426, -0.8747, 0.0670)  -0.06
N (0.7087, 0.9838, 1.5675)  0.11
C (-0.1513, -2.8279, 0.9037)  -1.42
C (1.0319, 0.2028, 2.8377)  -1.09
C (1.0733, 3.6068, 0.6035)  -1.77
C (-0.1264, 2.1718, 2.0447)  -1.45
C (-0.0552, 1.1921, -0.8096)  -1.42
C (0.3045, 0.1938, 0.3553)  0.71
C (-0.3446, 3.0981, 0.8701)  1.58
C (-0.8175, 2.3295, -0.4013)  1.60
H (-4.4492, 1.8022, 0.1194)  0.47
H (-1.9833, 4.2923, 1.0977)  0.41
H (0.0767, 3.3289, -1.9673)  0.45
H (4.0978, -3.4687, -0.8919)  0.43
H (4.7745, -1.1242, -0.7691)  0.31
H (2.1846, -4.2462, 0.1174)  0.31
H (2.7588, 0.6200, -0.1218)  0.35
H (-0.8380, -3.0036, 0.0930)  0.34
H (-0.6028, -2.2057, 1.6501)  0.33
H (-0.0683, -3.8725, 1.4343)  0.31
H (1.1953, 0.8540, 3.7195)  0.37
H (0.3735, -0.6892, 3.0757)  0.25
H (1.9842, -0.2438, 2.6938)  0.37
H (1.4624, 4.4304, 1.2838)  0.35
H (1.0519, 4.1342, -0.3713)  0.42
H (1.7518, 2.8506, 0.5598)  0.28
H (-1.1219, 1.7996, 2.2472)  0.34
H (0.1795, 2.7316, 2.9514)  0.52
H (0.9014, 1.4780, -1.2453)  0.47
H (-0.6395, 0.5637, -1.5123)  0.34
H (-0.6841, -0.2745, 0.7218)  0.39

=====

No. 2
Here is an isolated molecule of C16H21NO3 in a non-equilibrium geometry from the Open Molecules 2025 dataset. Energies are from ωB97M-V with the def2-TZVPD basis set.

Properties
E_HOMO in eV: -8.7
M in u: 275.35
SMILES string: CCOC(=O)C(=O)N1CCC(Cc2ccccc2)CC1

Last column: Mulliken charge in e.
Geometry (Å):
C (1.0431, 0.5459, 6.2106)  -1.23
C (0.4035, 1.3200, 4.8957)  -0.34
H (-0.5472, 1.6003, 5.0221)  0.42
H (1.0140, 2.2416, 4.7272)  0.32
O (0.2911, 0.6280, 3.9251)  -0.33
C (1.4816, 0.3121, 3.2692)  0.10
O (2.4542, 0.8465, 3.5017)  -0.42
C (1.4328, -0.6336, 2.1030)  0.93
O (1.3751, -1.8261, 2.4682)  -0.72
N (1.3315, -0.2994, 0.8255)  0.27
C (1.6576, 1.0451, 0.4771)  -0.66
H (2.5606, 1.6005, 0.8699)  0.28
C (1.1319, 1.4325, -0.9671)  -1.83
H (1.2915, 2.3049, -1.2563)  1.13
C (0.0306, 0.7173, -1.5034)  0.19
C (0.0317, -1.0168, -1.0193)  -0.64
C (1.0882, -1.2795, -0.2074)  -1.50
H (2.1317, -1.3194, -0.7745)  0.31
H (1.1984, -2.2113, 0.0508)  0.84
H (-0.8245, -1.2811, -0.5466)  0.34
H (0.1034, -1.4344, -1.9796)  0.33
H (-0.7198, 0.9020, -0.9173)  0.75
C (-0.0356, 0.7041, -3.0486)  -0.72
C (-1.3757, 0.0218, -3.4547)  0.69
C (-1.2545, -0.7723, -4.3631)  -0.47
C (-2.6511, -1.5235, -4.7802)  -0.38
C (-4.0049, -0.8626, -4.3269)  -1.04
C (-3.6944, 0.2737, -3.7596)  -0.24
C (-2.6462, 0.7217, -3.1222)  -0.72
H (-2.6921, 1.6729, -2.6638)  0.39
H (-4.6575, 0.7990, -3.4838)  0.21
H (-4.7612, -1.1913, -4.7090)  0.68
H (-2.6140, -2.4654, -5.3119)  0.38
H (-0.6129, -1.4199, -4.4431)  0.60
H (-0.1561, 1.8617, -3.1811)  0.27
H (0.8704, 0.2335, -3.6396)  0.24
H (2.1800, 1.0695, -1.5841)  0.25
H (0.6403, 1.3700, 1.0605)  0.23
H (1.0765, 1.2727, 7.1047)  0.29
H (0.6749, -0.3852, 6.5315)  0.41
H (1.9894, 0.2271, 6.0304)  0.41

=====

No. 3
Here is an isolated molecule of C16H21NO5S in a non-equilibrium geometry from the Open Molecules 2025 dataset. Energies are from ωB97M-V with the def2-TZVPD basis set.

Properties
E_HOMO in eV: -9.5
M in u: 339.41
SMILES string: CCOC(=O)C1CCN(S(=O)(=O)c2ccc(C(C)=O)cc2)CC1

Last column: Mulliken charge in e.
Geometry (Å):
C (5.6390, -2.2767, -1.0822)  -1.18
C (5.5891, -1.3728, 0.1353)  -0.29
H (6.4017, -0.6381, 0.1290)  0.34
H (5.6599, -1.9526, 1.0626)  0.29
O (4.3397, -0.6789, 0.1278)  -0.26
C (4.2276, 0.3839, 0.9176)  -0.06
O (5.1083, 0.7922, 1.6302)  -0.62
C (2.8481, 1.0110, 0.8125)  0.62
C (1.7941, 0.0430, 1.3638)  -0.76
C (0.4018, 0.6587, 1.2232)  -1.12
N (0.1099, 1.0591, -0.1364)  0.18
S (-0.4078, -0.1983, -1.1210)  1.53
O (-0.3526, 0.2627, -2.4765)  -0.78
O (0.2177, -1.4508, -0.7989)  -0.68
C (-2.1232, -0.2714, -0.6050)  -0.03
C (-2.9478, 0.7863, -0.9389)  -0.89
C (-4.2743, 0.7700, -0.5481)  -0.62
C (-4.7712, -0.3065, 0.1877)  0.44
C (-3.9195, -1.3618, 0.5182)  -0.70
C (-2.5958, -1.3490, 0.1192)  -0.24
H (-1.9226, -2.1602, 0.3489)  0.52
H (-4.3228, -2.1857, 1.0881)  0.46
C (-6.1882, -0.3960, 0.6501)  0.91
O (-6.5348, -1.2498, 1.4324)  -0.58
C (-7.1544, 0.6169, 0.0932)  -1.40
H (-8.1597, 0.3733, 0.4271)  0.35
H (-7.1199, 0.6174, -0.9935)  0.40
H (-6.8945, 1.6108, 0.4519)  0.36
H (-4.9121, 1.5987, -0.8115)  0.34
H (-2.5364, 1.6020, -1.5114)  0.43
C (1.0997, 1.9460, -0.7113)  -1.23
C (2.5051, 1.3520, -0.6413)  -0.55
H (2.5326, 0.4401, -1.2403)  0.26
H (3.2271, 2.0630, -1.0464)  0.45
H (1.0545, 2.8953, -0.1669)  0.43
H (0.8055, 2.1102, -1.7481)  0.55
H (0.3114, 1.5472, 1.8578)  0.47
H (-0.3637, -0.0611, 1.5190)  0.45
H (1.9930, -0.1775, 2.4140)  0.48
H (1.8249, -0.8852, 0.7918)  0.32
H (2.8611, 1.9253, 1.4160)  0.41
H (5.5850, -1.6850, -1.9920)  0.29
H (4.7988, -2.9654, -1.0673)  0.31
H (6.5660, -2.8427, -1.0801)  0.40

=====

No. 4
Here is a structure of composition C16H21NS2Sb in a non-equilibrium geometry from the Open Molecules 2025 dataset. Energies are from ωB97M-V with the def2-TZVPD basis set.

Properties
E_HOMO in eV: -3.6
Charge: -1
M in u: 413.25

Last column: Mulliken charge in e.
Geometry (Å):
S (0.2022, -1.9226, 2.2031)  -0.29
C (0.5162, -0.3831, 1.7305)  0.42
S (-0.4716, 0.9868, 2.1803)  -0.14
C (-2.1407, 0.3015, 2.2401)  -0.83
C (-2.6369, -0.3320, 0.9470)  0.56
C (-4.1644, -0.3062, 0.8187)  -1.41
Sb (-4.8011, 0.4249, -1.1904)  -0.01
N (1.6577, 0.0022, 1.0473)  0.32
C (1.5502, 1.0544, 0.0500)  -0.30
C (2.5959, 1.9605, -0.0352)  -0.37
C (2.5736, 2.9586, -1.0030)  -0.62
C (1.4926, 3.0575, -1.8742)  -0.37
C (0.4484, 2.1427, -1.7856)  -0.97
C (0.4777, 1.1345, -0.8348)  0.54
C (2.5019, -1.0708, 0.5588)  -0.56
C (2.1503, -1.8039, -0.5669)  0.01
C (2.9957, -2.7995, -1.0232)  -0.73
C (4.1957, -3.0591, -0.3676)  -0.38
C (4.5413, -2.3202, 0.7552)  -0.58
C (3.6923, -1.3253, 1.2190)  -0.16
H (-2.7444, 1.1884, 2.4511)  0.52
H (-2.2449, -0.3727, 3.0920)  0.37
H (-2.2977, -1.3676, 0.8958)  0.20
H (-2.2093, 0.1954, 0.0848)  -0.31
H (-4.5960, -1.2991, 0.9684)  0.37
H (-4.6076, 0.3574, 1.5682)  0.38
H (-6.4686, 0.6410, -0.5993)  -0.09
H (-5.2278, -1.2456, -1.6940)  -0.08
H (-3.1286, 0.1443, -1.7787)  -0.11
H (-4.3430, 2.0686, -0.6463)  -0.09
H (-5.2689, 1.0428, -2.7834)  -0.15
H (3.4309, 1.8734, 0.6508)  0.40
H (3.3983, 3.6569, -1.0721)  0.37
H (1.4710, 3.8472, -2.6146)  0.39
H (-0.3988, 2.2134, -2.4571)  0.47
H (-0.3442, 0.4303, -0.7788)  0.29
H (1.2178, -1.6028, -1.0796)  0.42
H (2.6984, -3.3752, -1.8916)  0.37
H (4.8543, -3.8354, -0.7384)  0.37
H (5.4781, -2.5213, 1.2604)  0.36
H (3.9542, -0.7404, 2.0928)  0.42

=====

No. 5
Here is a structure of composition C16H22AgAsBClF3N5S in a non-equilibrium geometry from the Open Molecules 2025 dataset. Energies are from ωB97M-V with the def2-TZVPD basis set.

Properties
E_HOMO in eV: -0.1
Charge: -2
M in u: 602.50

Last column: Mulliken charge in e.
Geometry (Å):
Ag (0.7751, 0.3576, -0.3700)  0.38
F (0.2235, -1.5232, -6.0559)  -0.24
C (-0.8852, -1.8342, -5.3598)  0.63
F (-1.3746, -2.9620, -5.9614)  -0.33
F (-1.7964, -0.8787, -5.6210)  -0.24
C (-0.6406, -2.0612, -3.8987)  -0.09
C (-0.9502, -3.2958, -3.3635)  0.02
C (-0.7431, -3.5448, -2.0153)  -1.30
C (-0.2147, -2.5157, -1.2568)  -0.16
N (0.1038, -1.3286, -1.7565)  0.14
C (-0.1066, -1.0287, -3.0697)  -0.01
S (0.2765, 0.5422, -3.6031)  -0.53
H (-1.3614, -4.0653, -4.0032)  0.46
H (-0.9871, -4.4953, -1.5629)  0.41
H (-0.0489, -2.6301, -0.1939)  0.48
B (-0.1897, -2.0419, 2.9983)  0.21
N (-1.0907, -0.8873, 2.4702)  0.08
C (-1.8947, -0.1222, 3.2268)  -0.44
C (-2.6031, 0.7249, 2.3948)  -0.76
C (-2.1380, 0.3953, 1.1161)  -0.47
N (-1.2309, -0.5780, 1.1722)  -0.11
N (0.9898, -2.2831, 2.0148)  0.22
C (1.5131, -3.4766, 1.6875)  -0.38
C (2.6346, -3.2662, 0.9083)  -0.67
C (2.7131, -1.8693, 0.8161)  -0.25
N (1.7240, -1.2858, 1.4887)  -0.48
H (-0.8108, -3.0905, 3.0624)  -0.20
H (0.2246, -1.7027, 4.0886)  -0.17
H (-1.8814, -0.2132, 4.3008)  0.42
H (-3.3018, 1.4936, 2.6786)  0.35
H (-2.3859, 0.8366, 0.1620)  0.52
H (1.0459, -4.3843, 2.0329)  0.39
H (3.2799, -4.0048, 0.4633)  0.38
H (3.4335, -1.2604, 0.2908)  0.45
C (0.5032, 5.3380, -0.9656)  -1.23
As (0.4059, 3.5491, -1.8027)  0.34
C (0.7550, 2.6186, -0.1632)  -0.96
C (-1.5552, 3.4367, -1.8335)  -1.01
H (-0.1488, 5.4069, -0.0957)  0.33
H (0.2289, 6.0985, -1.6998)  0.39
H (1.5310, 5.5018, -0.6439)  0.39
H (1.3530, 2.1558, 6.0638)  0.12
H (3.0392, 3.5116, 3.0348)  0.05
H (1.5199, 2.0346, 5.4034)  -0.12
H (-1.9423, 4.2758, -2.4152)  0.43
H (-1.9583, 3.4736, -0.8223)  0.29
H (-1.8364, 2.5035, -2.3202)  0.25
Cl (1.2801, 2.0978, 3.4505)  -0.69
C (1.6583, 2.4637, 0.6561)  0.08
H (0.3916, 1.1367, 3.5107)  0.16
H (2.4730, 2.6770, 1.3613)  0.52

=====

No. 6
Here is a structure of composition C16H22AgBrGeSi from the Open Molecules 2025 dataset. Energies are from ωB97M-V with the def2-TZVPD basis set.

Properties
E_HOMO in eV: -0.7
Charge: -2
M in u: 502.82

Last column: Mulliken charge in e.
Geometry (Å):
Ag (-0.0507, -1.1879, 0.6182)  -0.30
C (-0.3585, -6.0755, -0.8893)  -1.30
Ge (0.0956, -4.1025, -0.6048)  0.44
C (1.0520, -3.6102, -2.3027)  -1.23
C (1.6027, -4.1807, 0.6996)  -1.22
C (-1.3428, -2.9155, -0.0795)  -1.01
H (0.5203, -6.6612, -1.1455)  0.35
H (-1.0871, -6.2114, -1.6869)  0.35
H (-0.7830, -6.5049, 0.0161)  0.37
H (1.8488, -4.3236, -2.5063)  0.36
H (1.5017, -2.6241, -2.2123)  0.35
H (0.3907, -3.5963, -3.1667)  0.35
H (2.3634, -4.9030, 0.4027)  0.34
H (1.2646, -4.4421, 1.6991)  0.35
H (2.0827, -3.2051, 0.7681)  0.36
H (-1.9429, -3.4544, 0.6673)  0.35
H (-2.0022, -2.7634, -0.9428)  0.38
C (-0.4080, 3.9670, -3.5202)  -0.30
C (0.9086, 3.7519, -3.1487)  -0.45
C (1.1982, 3.0145, -2.0171)  -0.30
C (0.2064, 2.4557, -1.2097)  0.23
C (-1.1076, 2.7000, -1.6056)  -0.22
C (-1.4170, 3.4429, -2.7289)  -0.62
Si (0.6613, 1.2709, 0.2618)  0.27
C (-0.0407, 2.2613, 1.7724)  0.36
C (0.8086, 2.6799, 2.7933)  -0.25
C (0.3339, 3.2422, 3.9619)  -0.43
C (-1.0272, 3.4111, 4.1459)  -0.31
C (-1.8961, 3.0001, 3.1503)  -0.63
C (-1.4045, 2.4284, 1.9921)  -0.21
H (-0.6451, 4.5303, -4.4157)  0.34
H (1.7069, 4.1643, -3.7573)  0.32
H (2.2353, 2.8634, -1.7512)  0.25
H (-1.9177, 2.2853, -1.0233)  0.21
H (-2.4511, 3.6096, -3.0101)  0.33
H (2.0611, 1.8635, 0.3875)  -0.29
H (1.8716, 2.5328, 2.6738)  0.19
H (1.0233, 3.5410, 4.7436)  0.31
H (-1.4091, 3.8467, 5.0622)  0.33
H (-2.9658, 3.1110, 3.2930)  0.31
H (-2.1030, 2.0758, 1.2458)  0.15
Br (0.6224, -1.2877, 3.3701)  -0.87

=====

Q: Which of these has the highest E_HOMO?
A: C16H22AgAsBClF3N5S

=====

Copy entry 4 word for word.
Here is a structure of composition C16H21NS2Sb in a non-equilibrium geometry from the Open Molecules 2025 dataset. Energies are from ωB97M-V with the def2-TZVPD basis set.

Properties
E_HOMO in eV: -3.6
Charge: -1
M in u: 413.25

Last column: Mulliken charge in e.
Geometry (Å):
S (0.2022, -1.9226, 2.2031)  -0.29
C (0.5162, -0.3831, 1.7305)  0.42
S (-0.4716, 0.9868, 2.1803)  -0.14
C (-2.1407, 0.3015, 2.2401)  -0.83
C (-2.6369, -0.3320, 0.9470)  0.56
C (-4.1644, -0.3062, 0.8187)  -1.41
Sb (-4.8011, 0.4249, -1.1904)  -0.01
N (1.6577, 0.0022, 1.0473)  0.32
C (1.5502, 1.0544, 0.0500)  -0.30
C (2.5959, 1.9605, -0.0352)  -0.37
C (2.5736, 2.9586, -1.0030)  -0.62
C (1.4926, 3.0575, -1.8742)  -0.37
C (0.4484, 2.1427, -1.7856)  -0.97
C (0.4777, 1.1345, -0.8348)  0.54
C (2.5019, -1.0708, 0.5588)  -0.56
C (2.1503, -1.8039, -0.5669)  0.01
C (2.9957, -2.7995, -1.0232)  -0.73
C (4.1957, -3.0591, -0.3676)  -0.38
C (4.5413, -2.3202, 0.7552)  -0.58
C (3.6923, -1.3253, 1.2190)  -0.16
H (-2.7444, 1.1884, 2.4511)  0.52
H (-2.2449, -0.3727, 3.0920)  0.37
H (-2.2977, -1.3676, 0.8958)  0.20
H (-2.2093, 0.1954, 0.0848)  -0.31
H (-4.5960, -1.2991, 0.9684)  0.37
H (-4.6076, 0.3574, 1.5682)  0.38
H (-6.4686, 0.6410, -0.5993)  -0.09
H (-5.2278, -1.2456, -1.6940)  -0.08
H (-3.1286, 0.1443, -1.7787)  -0.11
H (-4.3430, 2.0686, -0.6463)  -0.09
H (-5.2689, 1.0428, -2.7834)  -0.15
H (3.4309, 1.8734, 0.6508)  0.40
H (3.3983, 3.6569, -1.0721)  0.37
H (1.4710, 3.8472, -2.6146)  0.39
H (-0.3988, 2.2134, -2.4571)  0.47
H (-0.3442, 0.4303, -0.7788)  0.29
H (1.2178, -1.6028, -1.0796)  0.42
H (2.6984, -3.3752, -1.8916)  0.37
H (4.8543, -3.8354, -0.7384)  0.37
H (5.4781, -2.5213, 1.2604)  0.36
H (3.9542, -0.7404, 2.0928)  0.42

=====

Please write out number 3 again, unchanged.
Here is an isolated molecule of C16H21NO5S in a non-equilibrium geometry from the Open Molecules 2025 dataset. Energies are from ωB97M-V with the def2-TZVPD basis set.

Properties
E_HOMO in eV: -9.5
M in u: 339.41
SMILES string: CCOC(=O)C1CCN(S(=O)(=O)c2ccc(C(C)=O)cc2)CC1

Last column: Mulliken charge in e.
Geometry (Å):
C (5.6390, -2.2767, -1.0822)  -1.18
C (5.5891, -1.3728, 0.1353)  -0.29
H (6.4017, -0.6381, 0.1290)  0.34
H (5.6599, -1.9526, 1.0626)  0.29
O (4.3397, -0.6789, 0.1278)  -0.26
C (4.2276, 0.3839, 0.9176)  -0.06
O (5.1083, 0.7922, 1.6302)  -0.62
C (2.8481, 1.0110, 0.8125)  0.62
C (1.7941, 0.0430, 1.3638)  -0.76
C (0.4018, 0.6587, 1.2232)  -1.12
N (0.1099, 1.0591, -0.1364)  0.18
S (-0.4078, -0.1983, -1.1210)  1.53
O (-0.3526, 0.2627, -2.4765)  -0.78
O (0.2177, -1.4508, -0.7989)  -0.68
C (-2.1232, -0.2714, -0.6050)  -0.03
C (-2.9478, 0.7863, -0.9389)  -0.89
C (-4.2743, 0.7700, -0.5481)  -0.62
C (-4.7712, -0.3065, 0.1877)  0.44
C (-3.9195, -1.3618, 0.5182)  -0.70
C (-2.5958, -1.3490, 0.1192)  -0.24
H (-1.9226, -2.1602, 0.3489)  0.52
H (-4.3228, -2.1857, 1.0881)  0.46
C (-6.1882, -0.3960, 0.6501)  0.91
O (-6.5348, -1.2498, 1.4324)  -0.58
C (-7.1544, 0.6169, 0.0932)  -1.40
H (-8.1597, 0.3733, 0.4271)  0.35
H (-7.1199, 0.6174, -0.9935)  0.40
H (-6.8945, 1.6108, 0.4519)  0.36
H (-4.9121, 1.5987, -0.8115)  0.34
H (-2.5364, 1.6020, -1.5114)  0.43
C (1.0997, 1.9460, -0.7113)  -1.23
C (2.5051, 1.3520, -0.6413)  -0.55
H (2.5326, 0.4401, -1.2403)  0.26
H (3.2271, 2.0630, -1.0464)  0.45
H (1.0545, 2.8953, -0.1669)  0.43
H (0.8055, 2.1102, -1.7481)  0.55
H (0.3114, 1.5472, 1.8578)  0.47
H (-0.3637, -0.0611, 1.5190)  0.45
H (1.9930, -0.1775, 2.4140)  0.48
H (1.8249, -0.8852, 0.7918)  0.32
H (2.8611, 1.9253, 1.4160)  0.41
H (5.5850, -1.6850, -1.9920)  0.29
H (4.7988, -2.9654, -1.0673)  0.31
H (6.5660, -2.8427, -1.0801)  0.40

=====

Q: What is the formula in the sixth record?
A: C16H22AgBrGeSi